Record 1
# C30H28F10IN2OSn

A molecular structure, C30H28F10IN2OSn (ωB97M-V/def2-TZVPD, the OMol25 dataset).

HOMO, eV: -11.199
M, g mol⁻¹: 868.16
Energy above the lowest of the compared OMol25 structures with the same formula, charge and spin, kJ/mol: 57.1
Spin multiplicity: 1
Charge: +1

Element x y z (Å)
Sn 0.01 -0.01 -0.36
I -1.51 3.10 -0.81
C -1.89 2.99 1.21
C -2.49 4.09 1.74
C -2.84 4.14 3.10
C -2.59 3.05 3.88
C -1.97 1.90 3.34
C -1.79 0.80 4.22
C -1.21 -0.34 3.78
C -0.77 -0.42 2.44
C -0.91 0.60 1.53
C -1.56 1.82 1.97
H -2.72 4.94 1.11
H -3.31 5.02 3.51
H -2.86 3.05 4.93
H -2.12 0.90 5.24
H -1.08 -1.18 4.44
H -0.29 -1.33 2.17
C 2.27 0.97 1.94
N 2.04 1.29 0.51
C 1.72 2.73 0.47
C 3.31 1.09 -0.23
C 3.69 -0.36 -0.47
N 2.78 -1.05 -1.38
C 3.10 -0.64 -2.76
C 3.01 -2.50 -1.33
H 3.06 1.62 2.32
H 2.56 -0.06 2.07
H 1.36 1.16 2.50
H 2.55 3.30 0.91
H 0.83 2.92 1.06
H 1.57 3.06 -0.55
H 4.13 1.52 0.36
H 3.26 1.66 -1.15
H 3.70 -0.90 0.47
H 4.72 -0.38 -0.86
H 4.16 -0.84 -2.97
H 2.91 0.41 -2.92
H 2.50 -1.22 -3.46
H 4.01 -2.74 -1.72
H 2.27 -3.01 -1.95
H 2.94 -2.87 -0.32
F -1.11 -1.83 -2.78
C -0.71 -0.66 -3.27
C -0.14 0.29 -2.44
C 0.31 1.43 -3.07
F 1.02 2.36 -2.40
C 0.16 1.66 -4.43
F 0.63 2.78 -4.98
C -0.45 0.71 -5.21
F -0.60 0.90 -6.51
C -0.88 -0.47 -4.63
F -1.44 -1.42 -5.38
C -4.28 -0.65 0.84
C -3.81 0.36 -0.19
O -2.61 -0.07 -0.88
H -5.22 -0.30 1.28
H -3.54 -0.76 1.64
H -4.46 -1.62 0.40
H -3.56 1.30 0.28
H -4.58 0.55 -0.93
H -2.79 -0.92 -1.29
F -2.18 -2.74 -0.65
C -0.99 -3.08 -0.14
C 0.04 -2.16 0.08
C 1.13 -2.72 0.73
F 2.16 -1.93 1.09
C 1.26 -4.05 1.08
F 2.36 -4.49 1.69
C 0.23 -4.91 0.81
F 0.31 -6.19 1.14
C -0.91 -4.42 0.20
F -1.93 -5.23 -0.04


Record 2
# C30H28F3N2O2ScSi

A molecular structure, C30H28F3N2O2ScSi (ωB97M-V/def2-TZVPD, the OMol25 dataset).

HOMO (spin up / spin down), eV: -13.602 / -13.605
M, g mol⁻¹: 578.60
Energy above the lowest of the compared OMol25 structures with the same formula, charge and spin, kJ/mol: 77.8
Spin multiplicity: 1
Charge: +2

Element x y z (Å)
Sc 0.98 -0.55 0.54
O 1.52 -3.67 -0.29
N 1.45 -2.56 -0.35
F 1.92 -3.52 9.61
C 0.82 -3.92 8.94
F -0.24 -3.43 9.59
F 0.77 -5.25 9.00
C 0.85 -3.41 7.52
C 0.81 -4.29 6.45
C 0.82 -3.80 5.16
C 0.87 -2.42 4.94
C 0.91 -1.54 6.03
C 0.90 -2.04 7.32
C 0.86 -1.90 3.61
C 0.86 -1.46 2.47
H 0.78 -5.36 6.63
H 0.78 -4.48 4.32
H 0.93 -0.47 5.85
H 0.93 -1.37 8.16
C 0.79 -1.61 -4.19
C 0.74 -0.11 -4.32
C 2.05 0.58 -4.02
C 0.00 0.42 -5.51
Si -0.49 0.46 -2.55
O 0.39 0.10 -1.24
C -1.93 -0.67 -2.77
C -2.14 -1.71 -1.86
C -3.27 -2.50 -1.93
C -4.22 -2.26 -2.92
C -4.04 -1.23 -3.83
C -2.90 -0.43 -3.75
C -0.85 2.26 -2.73
C -2.20 2.63 -2.58
C -2.56 3.97 -2.60
C -1.60 4.95 -2.78
C -0.26 4.60 -2.93
C 0.11 3.26 -2.91
H 1.44 -1.98 -5.00
H -0.19 -2.08 -4.32
H 1.23 -1.94 -3.25
H 2.79 0.15 -4.70
H 2.41 0.40 -3.00
H 2.01 1.65 -4.22
H 0.66 0.29 -6.37
H -0.22 1.48 -5.44
H -0.92 -0.14 -5.72
H -1.40 -1.91 -1.09
H -3.42 -3.30 -1.22
H -5.11 -2.88 -2.97
H -4.78 -1.04 -4.59
H -2.78 0.38 -4.46
H -2.96 1.87 -2.44
H -3.60 4.24 -2.48
H -1.89 5.99 -2.81
H 0.49 5.36 -3.08
H 1.15 3.02 -3.03
C 1.96 4.11 2.25
C 2.03 3.01 3.09
C 1.85 1.75 2.56
N 1.61 1.55 1.25
C 1.54 2.62 0.44
C 1.72 3.91 0.90
H 2.09 5.11 2.65
H 2.23 3.11 4.15
H 1.91 0.87 3.18
H 1.34 2.43 -0.60
H 1.66 4.73 0.21


Record 3
# C30H28N10O2S3Ti

A molecular structure, C30H28N10O2S3Ti (ωB97M-V/def2-TZVPD, the OMol25 dataset).

HOMO (spin up / spin down), eV: -10.802 / -12.346
M, g mol⁻¹: 704.69
Energy above the lowest of the compared OMol25 structures with the same formula, charge and spin, kJ/mol: 136.9
Spin multiplicity: 3
Charge: +2

Element x y z (Å)
Ti -0.10 -0.30 -0.25
N 1.32 -0.45 3.44
C 0.31 -0.32 4.41
C 0.58 0.28 5.64
C -0.40 0.39 6.60
C -1.68 -0.08 6.35
C -1.97 -0.67 5.12
C -0.97 -0.80 4.17
S -1.29 -1.68 2.67
N -0.12 -0.97 1.64
C 1.07 -0.63 2.11
C 2.12 -0.51 1.14
C 3.42 0.00 1.36
C 4.38 -0.15 0.39
C 4.06 -0.81 -0.80
C 2.76 -1.23 -0.99
N 1.80 -1.06 -0.09
H 2.25 -0.20 3.73
H 1.58 0.66 5.83
H -0.16 0.83 7.56
H -2.46 0.00 7.10
H -2.96 -1.05 4.91
H 3.66 0.48 2.31
H 5.39 0.21 0.57
H 4.82 -0.99 -1.56
H 2.46 -1.73 -1.91
S -5.65 -2.05 -4.79
N -4.10 -1.78 -5.11
C -3.53 -1.38 -3.99
C -2.14 -1.02 -3.83
C -1.20 -1.00 -4.86
C 0.09 -0.59 -4.56
C 0.41 -0.24 -3.27
N -0.46 -0.28 -2.26
C -1.74 -0.64 -2.55
C -2.66 -0.57 -1.44
N -2.12 -0.12 -0.28
C -2.96 0.10 0.73
C -4.32 -0.17 0.67
C -4.85 -0.69 -0.49
C -4.02 -0.87 -1.59
C -4.44 -1.31 -2.90
N -5.67 -1.67 -3.23
H -1.49 -1.30 -5.86
H 0.84 -0.54 -5.34
H 1.41 0.08 -3.02
H -2.52 0.55 1.62
H -4.94 0.02 1.53
H -5.91 -0.92 -0.58
O -0.23 1.70 0.70
C 0.63 2.11 -0.08
O 1.17 1.36 -0.94
C 1.11 3.57 -0.03
N 2.61 3.59 -0.25
C 2.81 3.78 -1.72
C 1.76 4.82 -2.05
C 0.54 4.41 -1.20
H 0.87 3.98 0.95
H 3.04 2.72 0.09
H 3.01 4.38 0.25
H 2.59 2.83 -2.20
H 3.84 4.08 -1.93
H 1.53 4.83 -3.12
H 2.10 5.82 -1.78
H -0.16 3.81 -1.77
H 0.01 5.29 -0.83
N 0.69 -4.16 1.11
C 0.42 -4.14 -0.19
N 0.90 -5.14 -0.94
S -0.48 -2.92 -0.96
H 1.13 -4.96 1.53
H 0.23 -3.51 1.73
H 1.32 -5.96 -0.53
H 0.65 -5.16 -1.91